Here is a cluster of 11 separate species, C71H158F3N8O11S in total in a non-equilibrium geometry from the OMol25 dataset. Energies are from ωB97M-V/def2-TZVPD.

Element x y z (Å)
H: -12.41042 -1.59603 2.01264
H: -6.18785 5.95951 -0.71640
H: -2.32227 -0.61905 -12.80621
H: 6.23801 4.93846 -9.19498
H: 8.56843 -9.07496 4.39604
H: 0.80085 11.50728 -7.72813
H: 2.63725 4.91511 5.95253
C: 0.88548 12.78091 -5.86766
H: -13.09717 -3.70773 3.26012
H: -1.16821 -3.04546 -7.68641
H: 4.03069 8.34513 5.11717
C: -12.21034 -2.25591 1.16847
F: 0.32802 1.44510 1.09394
C: 0.14822 -0.26466 -11.07267
H: 8.30186 -8.98115 6.67625
C: -12.29891 -0.14640 -0.43148
H: 4.99123 6.15022 -9.02510
H: -7.63989 6.18828 0.08151
H: 3.95210 -13.88363 -3.32204
C: -1.01606 1.58121 1.14847
H: 3.61348 -12.86288 0.37677
C: -2.40991 -1.69412 -12.64922
C: 1.52096 -13.58723 -2.08664
H: -3.51976 -0.89088 13.18123
H: -11.35415 -4.40686 -0.18415
H: -4.80570 -1.66146 8.48405
N: -4.17079 -2.38893 11.77489
C: 6.36592 4.17551 -6.48771
H: 6.73886 9.08552 -9.38227
H: -6.09185 -1.87602 11.01218
H: 6.76568 8.13314 -6.47356
H: 1.53990 6.62906 4.79471
C: 4.45338 -13.26195 -2.58020
C: 10.39235 -6.42967 6.48097
H: -3.26328 -2.04557 -12.06928
H: -0.57500 7.98639 5.27135
H: 4.15292 -11.47441 -1.46647
H: -2.47107 -3.26054 -14.35249
H: -9.67065 -6.08613 0.24100
C: -5.26065 -3.49906 9.74392
H: 1.06736 -2.79597 -10.81274
C: 0.02527 -9.50059 -1.03722
O: -2.16492 4.57037 9.31347
C: 8.23450 6.17362 -7.72810
C: -2.56208 -2.45997 -9.29611
C: -7.13830 6.47822 -0.84177
H: 10.40698 -6.50188 8.65615
C: -4.42370 -2.65044 8.73723
H: -13.30763 -4.76084 1.82846
H: -9.70596 -2.32294 2.14225
H: -11.65920 0.43461 -1.09577
H: -11.94976 -6.60846 0.98595
C: -1.79345 -1.22465 -9.83170
H: 4.35449 -4.47038 4.85057
H: 8.17271 -5.40459 4.38362
C: -2.65293 -2.20663 -14.14203
O: -7.74729 8.76936 -1.32501
C: -10.08625 -5.53260 1.08301
H: 4.27682 15.55854 -6.29879
H: 2.24695 12.43243 -8.81125
C: -1.56385 -3.50240 -8.59349
H: -7.67165 6.16420 -1.73900
C: 7.09328 9.00790 -8.35442
H: -3.09121 -2.91208 -10.13501
C: -6.95502 8.00718 -0.74920
H: 2.45791 -10.70220 -0.45665
H: 6.95302 9.98081 -7.88340
H: -1.36133 -0.62764 -9.02860
C: 8.48810 -7.13474 7.83687
H: 9.93551 7.04265 -8.33941
H: -0.53028 8.97028 6.69784
H: 1.96768 12.69804 -5.76718
H: 10.31916 -6.62380 4.27913
H: 6.86631 -8.25937 4.28567
O: 3.73903 6.66403 6.20729
H: 11.48086 -6.39264 6.52424
H: -4.36094 -4.09511 13.09857
H: 2.84851 10.75821 5.07952
H: 5.90204 3.62106 -4.41769
F: -1.36419 1.15864 2.37473
H: -9.27450 -5.43685 1.80410
H: 3.16502 -11.59643 -2.98000
C: -11.91794 -5.71127 2.97110
N: -0.59039 -1.60808 -10.84245
H: -2.09430 -4.42883 -8.37340
H: 1.24689 -13.07102 -3.00671
C: -1.03379 -2.20841 -12.09686
H: -4.94753 5.16064 8.39132
H: -4.36102 -3.11310 7.75229
H: -0.50931 -9.89379 -0.17251
H: -6.22157 -2.18714 13.55602
H: 0.57934 13.80045 -5.63327
H: -9.92021 -3.51077 0.09530
C: 7.94835 -7.95014 6.66341
H: 4.93020 5.62869 -6.86409
H: -5.34679 0.55294 14.65591
H: 8.42747 5.16702 -8.09907
N: 0.70448 12.45954 -7.40559
H: 7.91434 -6.21511 7.95177
C: 8.61134 8.72340 -8.34933
O: 0.81232 11.12297 5.30360
H: -2.46876 -0.47666 -10.24710
C: 1.92641 14.52876 -8.47712
C: 3.01023 -13.60590 -0.14486
H: 8.51805 6.06779 -6.68096
H: 0.69637 -2.06978 -9.17670
H: 0.01477 9.75230 3.81459
C: -4.48174 -1.19475 12.76849
H: -0.51189 8.69312 -4.71702
H: 8.23209 -7.73495 3.29409
H: 3.97291 4.70605 7.04096
C: -5.99926 -0.30585 14.49826
H: -13.18941 -0.44954 -0.98216
H: -2.49743 -3.43899 9.19304
C: 6.07000 6.01083 -9.09542
H: -5.29954 3.64040 9.14397
H: -0.51640 0.40879 -11.61384
H: 0.49065 12.01268 -3.87623
H: 6.41100 6.59434 -9.95059
F: -1.51985 2.84840 1.09736
H: -10.45215 -1.05845 0.55365
H: -1.06488 10.46245 5.06902
C: 6.35341 8.00025 -7.47380
H: 0.69183 13.04851 -9.41920
H: -10.71046 -7.29752 2.11730
H: -0.20819 -2.03469 -12.78702
H: 1.20246 -11.79593 0.17300
H: 1.08580 -10.44310 -2.65876
H: 0.19023 -4.40382 -8.97144
H: 2.54112 14.79385 -9.33732
H: -0.34587 9.89590 -3.43941
H: -0.84113 -9.09611 -1.56053
C: 3.98813 -14.74670 -0.59821
C: 3.67350 5.20819 6.12101
H: 7.42266 3.92682 -6.38991
H: -0.78349 -4.56420 -10.28324
C: -10.64548 -4.14721 0.60228
H: -4.79884 -2.11226 14.69166
C: 6.11612 -5.83313 5.06045
H: 2.77152 16.41383 -6.42412
O: 0.76997 10.45359 -5.13129
H: 8.70045 7.06168 -9.66483
H: 5.60941 -14.83368 -1.92524
O: -3.43463 0.65729 0.05401
C: 0.30473 -2.54789 -10.07455
C: -0.01809 8.79030 5.75266
H: 1.15101 7.62289 6.68599
C: -10.40039 -2.86706 2.78239
H: 4.30262 -15.37550 0.23473
N: 1.44146 8.26536 5.96283
O: -1.52201 1.16212 -1.45160
H: 2.09923 -14.48948 -2.28575
N: 6.70930 6.50932 -7.80105
H: 5.77327 -3.98768 3.95981
C: -12.58437 -4.28380 2.48986
C: -5.49801 -2.78964 11.03986
H: 7.88505 -5.07819 6.09469
H: 5.25392 -12.75005 -3.11424
H: 6.03991 3.65651 -7.38908
C: 1.65407 -11.38563 -0.73023
H: 1.04171 -0.54295 -11.63153
C: -5.39420 -1.59149 13.94169
H: 5.75418 2.32899 -5.45852
H: -1.09592 -3.29309 -12.00918
O: -3.65334 4.73552 10.82605
H: 3.75777 16.20720 -7.86783
H: 5.79671 -13.54316 -0.79934
H: 2.06822 11.51474 3.59711
C: 0.29247 11.75729 -4.91719
C: 3.63563 -12.13797 -2.15941
C: 2.08044 7.57521 4.76793
C: 3.59505 7.35414 4.98958
H: -6.34510 -0.55966 15.50030
C: 0.12234 9.49458 -4.33820
O: -6.06497 8.53288 -0.10689
H: -3.68827 -2.25099 -14.47999
H: 0.86178 8.86830 -3.83908
C: 8.89997 7.24926 -8.60978
H: -0.79108 11.73019 -5.03238
H: 1.12283 15.24458 -8.30404
H: -0.28188 12.57998 -7.58636
C: -3.37719 4.60906 9.60892
O: 2.78030 14.45878 -7.29152
C: 5.44348 -4.44752 4.89142
H: -6.82654 0.04108 13.87909
O: -1.50018 -0.79822 -0.04742
C: -11.24041 -6.40382 1.78784
H: -3.19614 -2.15816 -8.46246
H: 0.62778 -13.94014 -1.57108
C: 2.10114 11.44628 4.68446
H: -2.12427 -1.71236 11.20887
H: 5.60498 -6.31721 5.89260
H: 0.74741 -8.70499 -0.85382
H: 0.39397 0.06760 -10.06406
S: -1.97566 0.55921 -0.23618
H: 6.12020 6.15593 -5.72923
H: 5.28176 8.14599 -7.60952
C: 9.89832 -7.03571 5.19638
H: -12.77433 -6.34065 3.21315
H: 10.02291 -5.41208 6.60797
H: -2.79278 -3.31856 13.00741
N: 8.31642 -7.15030 5.37249
N: -11.43269 -3.44990 1.76653
H: 1.91478 9.09529 6.29036
H: -12.64516 0.50383 0.37191
H: -0.22492 -11.49440 -2.06325
C: 0.57570 -10.81523 -1.77027
H: 2.18398 -14.01578 0.43600
C: 3.42064 15.71708 -6.95448
H: -2.04376 -1.69550 -14.88753
C: -3.65170 -3.63080 12.41339
H: 3.59785 -15.50055 -1.28196
H: -10.81055 -2.12950 3.47224
H: -4.04326 3.65018 7.86337
H: 8.24122 -7.70248 8.73397
C: -3.05132 -2.51441 9.35565
C: -0.07659 10.05396 4.85803
C: 5.06498 -14.01453 -1.45544
H: -3.45927 -0.82446 10.57012
H: 5.74176 -3.83732 5.74393
H: -5.93475 -3.52419 11.71645
H: 2.58204 12.36157 5.02954
H: -4.65527 -4.38009 9.95701
H: -2.57477 -1.79043 8.69470
H: -6.21095 -3.87318 9.36310
C: 1.41984 13.11339 -8.61057
H: -3.34868 -4.38776 11.69001
H: 4.13469 6.78277 4.23432
C: -11.41663 -1.30544 0.10995
H: -11.38998 -5.53108 3.90752
H: 5.79838 -6.33594 4.14704
H: -11.19369 -1.91545 -0.76542
H: 9.18178 9.48066 -8.88715
C: 7.63130 -5.74137 5.26770
N: 2.41193 -12.63434 -1.25904
H: -9.95828 -3.73420 3.27301
H: -13.17825 -2.61556 0.81934
H: 10.15366 -8.08583 5.05447
H: 4.48284 3.46293 -5.55934
H: 9.00675 8.96452 -7.36262
H: 6.86263 -7.87290 6.72106
C: 5.56345 3.40180 -5.43030
H: 1.84538 8.08279 3.83241
C: 6.00486 5.63959 -6.68221
H: -5.02461 -0.39257 12.26859
H: 10.48501 -8.11256 7.81754
C: 7.95322 -8.18784 4.24552
C: -4.49533 4.21203 8.68073
C: -0.46473 -3.78788 -9.58768
H: 4.18710 4.95476 5.19360
C: 10.07655 -7.10202 7.80837
C: -3.11470 -1.83874 10.77168

HOMO level: -8.13 eV
Total charge: +5
LUMO: -6.55 eV
Gap between HOMO and LUMO: 1.6 eV

Löwdin atomic charge list, values in e, 4 entries:
1. H 0.1188
2. H 0.0457
3. H 0.1024
4. H 0.1034

=====

Here is a structure of composition C29H43CoIN2O8S3Si in a non-equilibrium geometry from the OMol25 dataset. Energies are from ωB97M-V/def2-TZVPD.

Element x y z (Å)
H: -3.12254 -3.99739 0.97427
O: 1.35091 -1.48468 -0.34017
S: 1.43809 -1.60777 -1.82438
H: 1.94240 6.33243 -0.23982
C: 3.50890 -1.84495 2.20355
C: -4.60617 -0.49772 1.85899
C: 3.97091 -2.06280 -2.56933
H: 2.09134 4.56904 -1.92280
H: -4.74426 -2.74068 -1.98622
C: 2.46993 0.33334 2.07168
H: -5.14598 -1.25585 1.28795
H: 0.17748 6.27121 -0.24282
C: -0.60997 -3.19525 1.36769
H: -4.21520 -0.96761 2.76114
H: -3.44578 0.12038 -2.22952
H: 5.26016 1.53535 -2.21995
H: 6.83377 -0.29085 -2.80043
H: -1.11561 -2.84021 -1.83805
O: 0.14900 0.85471 1.54653
C: -1.56025 -1.68578 3.03057
C: 3.69004 0.87893 1.68939
C: 1.08314 5.67528 -0.36879
C: -2.97458 -1.80632 -1.24879
C: -2.85415 1.26424 1.95794
H: -4.53943 -2.97394 -0.25191
C: -4.25885 1.02535 -0.04324
H: -2.45333 -1.27376 3.50863
H: -2.75921 -3.99694 2.69539
C: 1.25448 1.22854 2.15219
H: -0.16060 2.91848 1.09266
N: 0.03830 3.60962 0.37399
H: -2.30882 0.82856 2.79417
S: 2.56725 1.70877 -1.77512
N: 0.06561 4.04864 -1.87041
O: 1.62142 1.30032 -0.70236
H: 0.95925 5.79995 -2.52104
H: 0.29736 -2.59688 1.37752
O: 0.43956 -0.65825 -2.37472
C: -3.01230 -3.35274 1.85087
C: 5.31278 -1.79449 -2.78262
H: -3.62908 1.92067 2.36440
S: -1.31183 1.91707 -1.27316
H: 0.98921 4.92575 1.66597
Co: -0.09256 0.12710 -0.26447
O: 3.47047 2.72086 -1.27672
H: -2.27865 -3.87670 -1.01288
H: -2.55833 -3.36247 -2.67280
C: 3.08749 -1.04768 -2.22385
C: -2.17066 -3.03630 -1.70352
H: 1.43093 -1.46624 2.61863
C: 4.71117 -1.29208 1.78278
Si: -2.22689 -1.00438 0.32061
H: -5.11206 -1.42207 -0.87254
C: 5.78323 -0.50489 -2.65756
C: 1.12136 5.05009 -1.75069
H: -4.86292 0.40240 -0.71319
H: -0.83444 -0.88127 2.93366
O: 1.33385 -2.94107 -2.33965
H: 5.73390 0.49974 1.17419
C: 2.38972 -1.02743 2.33145
I: 6.39479 -2.51333 1.51890
C: -4.42321 -2.25328 -1.06200
C: 1.12241 4.56381 0.65712
H: 5.98770 -2.60309 -3.02444
O: 1.32410 2.29319 2.73841
H: -4.94235 1.71333 0.46285
H: -0.63671 -3.69674 0.40116
H: 3.43264 -2.90644 2.39152
H: 3.75235 1.93612 1.46497
H: -2.14250 1.88408 1.40162
H: -1.14527 -2.43456 3.71065
O: 1.90967 2.05745 -3.01984
H: 0.06408 3.53231 -2.73257
H: -3.98104 -2.90057 2.05716
C: 3.56296 0.26549 -2.10814
H: -1.87415 -0.55655 -2.67257
H: -5.33217 0.25511 2.17642
H: -3.58184 1.62843 -0.64880
C: -2.90651 -0.80900 -2.42315
H: -3.35174 -1.27048 -3.30910
C: -1.86263 -2.35814 1.67406
H: -0.51784 -3.96473 2.13924
H: 3.58913 -3.07110 -2.64643
C: 4.80355 0.07445 1.52301
H: 2.07565 4.03679 0.61013
C: -3.52280 0.21597 1.03886
C: 4.90894 0.51991 -2.33154
C: -0.31622 3.28221 -0.86081

ΔE to the lowest compared entry with this formula, charge and spin: 0.00 kJ/mol
HOMO level (alpha / beta): -1.68 / -1.25 eV
Total charge: -2
LUMO (alpha / beta): 3.56 / 3.56 eV
Gap between HOMO and LUMO (alpha / beta): 5.2 / 4.8 eV
2S+1: 2

Löwdin atomic charge list, values in e, 4 entries:
1. H 0.0602
2. O -0.3509
3. S 0.5116
4. H 0.1086

=====

Here is a structure of composition BaH20O10 in a non-equilibrium geometry from the OMol25 dataset. Energies are from ωB97M-V/def2-TZVPD.

Element x y z (Å)
H: 2.33513 0.50587 2.38219
O: 2.28213 0.02187 1.56019
O: -1.03287 2.37387 -1.32981
H: -1.52387 -2.64413 -1.83281
H: 3.25613 -0.15013 1.42119
O: -0.62687 -2.57413 -1.47781
O: 2.15313 -1.55113 -0.92481
H: 2.67913 1.70087 -0.72381
Ba: -0.16187 -0.08713 -0.04981
O: 0.53213 2.40087 1.23719
H: -2.20487 -0.58013 -2.71081
H: 0.18613 -2.28413 2.25619
H: -0.33987 2.99987 -1.38281
H: -3.31687 -0.85113 -1.57581
H: -3.10387 1.55287 1.19019
H: -1.61887 2.78087 -0.66981
H: -1.81487 2.19787 1.42119
H: 1.62113 -1.96813 1.81319
O: -2.45387 -0.42013 -1.80781
H: 2.50713 -1.11113 -1.65081
O: 0.81413 -2.39913 1.54019
H: 2.56613 1.31087 -2.07081
H: -2.30387 -2.66913 0.87519
O: -2.15987 1.31487 1.27719
H: -2.70487 -1.27913 1.48919
H: 2.81713 -1.40813 -0.21481
H: 0.96713 2.70887 2.02519
O: 2.01713 1.32087 -1.31281
O: -2.17287 -1.71313 0.81719
H: 0.84113 3.03487 0.63219
H: -0.03487 -2.53513 -2.20281

ΔE to the lowest compared entry with this formula, charge and spin: 106.86 kJ/mol
HOMO level: -17.74 eV
Total charge: +2
LUMO: -6.38 eV
Gap between HOMO and LUMO: 11.4 eV

natural (NBO) atomic charge list, values in e, 4 entries:
1. H 0.5001
2. O -0.9871
3. O -0.9443
4. H 0.4899

=====

- total charge of number 2 (C29H43CoIN2O8S3Si)?
  -2